# 1
The following is a quantum chemistry calculation of a structure of composition C35H24ClF4FeN7O2, from the Open Molecules 2025 dataset.

```
74
Properties=species:S:1:pos:R:3:mulliken_spin:R:1
Fe 0.45678 1.21288 0.00746 3.747
C 0.87589 3.91971 1.22441 0.001
N 1.12753 2.53633 1.68779 0.026
C 0.47272 2.32941 2.98240 0.010
C 2.57319 2.30674 1.71976 0.018
C 3.34300 2.52229 2.84573 -0.006
C 4.71755 2.31602 2.80132 0.015
C 5.30372 1.89025 1.62211 -0.006
C 4.53973 1.66441 0.48685 0.018
C 3.15878 1.86672 0.51309 -0.019
N 2.27437 1.59231 -0.51255 0.123
C 2.56592 1.47978 -1.85976 -0.029
C 3.60298 2.12785 -2.53305 0.014
C 3.71257 2.03425 -3.91303 -0.005
C 2.79498 1.30866 -4.65104 0.015
C 1.75687 0.65430 -3.99767 -0.002
C 1.64322 0.73055 -2.62236 0.036
N 0.60200 0.01988 -1.87810 0.017
C 1.14697 -1.30104 -1.48352 0.011
C -0.63632 -0.17182 -2.63615 0.015
H 1.27993 4.64207 1.93968 0.001
H -0.19883 4.08262 1.12134 0.001
H 1.35321 4.06513 0.25711 0.003
H 0.75051 3.09185 3.71573 0.002
H 0.73659 1.35101 3.37818 -0.002
H -0.60934 2.38429 2.84170 -0.005
H 2.88850 2.85504 3.77028 0.000
H 5.31697 2.48067 3.68579 0.001
H 6.37173 1.71904 1.58221 0.000
H 5.00794 1.29767 -0.41553 0.000
H 4.30215 2.73300 -1.97363 0.000
H 4.51993 2.55107 -4.41579 0.000
H 2.88135 1.24732 -5.72711 0.001
H 1.04424 0.08000 -4.57506 0.000
H 1.40748 -1.88124 -2.37297 0.002
H 0.40557 -1.84535 -0.89859 0.003
H 2.03927 -1.15315 -0.87765 -0.003
H -0.51812 -0.88819 -3.45406 0.003
H -0.96481 0.77791 -3.05634 0.001
H -1.40469 -0.56084 -1.96471 -0.005
Cl -6.94832 4.39747 -1.06818 0.000
C -5.59960 3.48226 -0.51066 0.002
C -5.77908 2.62811 0.57945 -0.001
C -4.67197 1.91158 0.98895 -0.002
C -3.46238 2.05959 0.34580 -0.001
O -2.53755 1.24429 0.93064 0.014
C -3.25977 2.90171 -0.72753 -0.012
C -1.93674 3.06445 -1.33644 0.001
O -0.92300 2.58282 -0.86943 -0.016
C -4.37744 3.62135 -1.15891 -0.001
H -6.74355 2.54426 1.05992 0.000
H -5.08370 0.66364 2.70631 0.000
H -1.88434 3.67901 -2.24609 0.003
H -4.29564 4.30194 -1.99615 0.000
F -1.24977 -2.89517 3.01203 -0.004
C -2.14468 -2.47088 3.90799 -0.036
C -2.44525 -3.29215 4.96977 0.097
F -1.82804 -4.46173 5.03455 0.011
C -3.40251 -2.93941 5.94249 -0.051
C -4.01371 -1.68692 5.75059 0.102
C -3.68954 -0.87536 4.68667 -0.037
F -4.29206 0.32840 4.61458 -0.003
C -2.75320 -1.22770 3.71999 0.082
C -2.38928 -0.38888 2.58332 0.013
C -1.11743 -0.48073 1.96107 0.002
N -0.17775 -0.40665 1.29642 0.024
C -3.14981 0.55957 1.92887 0.023
N -4.43921 0.96339 1.99373 0.015
F -4.90215 -1.22829 6.62074 0.011
C -3.73020 -3.79417 7.04666 0.385
C -4.82483 -3.53851 7.90513 -0.034
N -5.72354 -3.37899 8.60950 0.222
C -2.98740 -4.95683 7.35694 -0.035
N -2.37914 -5.88967 7.65541 0.224
```

## Properties
E_LUMO (alpha / beta), eV: -4.30 / -5.16
Energy relative to the best compared isomer or geometry (same formula, charge and spin), eV: 0.000
Largest force on an atom, eV/A: 0.230
M, g mol⁻¹: 741.9
Spin multiplicity: 6
E_HOMO (alpha / beta), eV: -9.247 / -9.346
Charge: +1
<S²>: 8.809
Energy, eV: -108981.8618

# 2
The following is a quantum chemistry calculation of a structure of composition C27H29N5O2OsPS4, from the Open Molecules 2025 dataset.

```
69
Properties=species:S:1:pos:R:3:mulliken_spin:R:1
Os -0.27308 0.00880 0.44517 2.597
S -1.57205 -2.00603 0.20770 0.059
C -0.21621 -3.08669 0.28079 -0.061
N -0.54011 -4.40731 0.53259 0.514
N 0.30720 -5.29563 0.03092 0.310
C 1.01227 -5.22082 -1.19529 -0.032
C 0.53314 -4.45551 -2.25685 0.043
C 1.24747 -4.41754 -3.44041 -0.025
C 2.42236 -5.14713 -3.58322 0.041
C 2.88015 -5.92277 -2.52987 -0.025
C 2.18004 -5.95926 -1.33106 0.041
N 1.03185 -2.76532 0.14454 0.154
N 1.22718 -1.44803 -0.22970 -0.001
C 2.29896 -1.24265 -0.92778 -0.024
C 3.25831 -2.28698 -1.22943 -0.038
C 4.30263 -2.03306 -2.03305 0.033
C 4.53068 -0.72831 -2.62590 0.001
C 3.68387 0.27449 -2.39070 0.023
C 2.47637 0.12107 -1.53598 0.015
H 0.19271 -6.21646 0.42174 -0.013
H -0.38406 -3.89080 -2.14513 0.010
H 0.88142 -3.81548 -4.26258 0.000
H 2.97151 -5.11696 -4.51534 0.002
H 3.79249 -6.49683 -2.63100 -0.001
H 2.54901 -6.53962 -0.49378 -0.004
H 3.09558 -3.26360 -0.79978 0.001
H 5.00789 -2.82733 -2.24713 0.002
H 5.40505 -0.58068 -3.24599 0.000
H 3.86675 1.26087 -2.79516 0.003
H 2.48705 0.86503 -0.72710 0.061
C -3.62610 1.15653 -0.30259 0.021
C -2.57887 2.15348 -0.68648 -0.009
C -2.90738 3.53553 -0.61965 0.002
C -1.99393 4.45792 -1.01045 0.006
C -0.76155 4.02701 -1.56190 0.028
C 0.18488 4.93724 -2.08115 -0.005
C 1.31866 4.47958 -2.69038 0.003
C 1.53159 3.09438 -2.81213 -0.022
C 0.66731 2.18587 -2.25809 -0.038
S 0.90421 0.44053 -2.45184 0.061
C -0.51237 2.64368 -1.60533 0.049
N -1.39694 1.73588 -1.08430 0.087
H -4.52762 1.36135 -0.88515 0.000
H -3.87428 1.23891 0.75533 -0.015
H -3.29475 0.14155 -0.50407 -0.003
H -3.87283 3.82135 -0.22395 -0.001
H -2.19673 5.51982 -0.93551 0.000
H -0.01908 5.99872 -2.00737 0.001
H 2.03776 5.17015 -3.11041 0.000
H 2.38152 2.73732 -3.37726 -0.001
C -5.18769 2.36436 3.36933 0.004
C -3.78287 2.30708 3.92151 0.009
O -2.90637 2.99677 3.01273 0.007
P -1.36292 2.54156 2.77931 0.047
S 1.17683 1.53754 1.07440 0.888
S -1.67641 0.47384 2.21860 0.180
O -0.94482 2.37270 4.35415 0.007
C 0.18875 1.59048 4.76055 -0.006
C -0.26777 0.45256 5.64585 0.005
H -5.87636 1.85144 4.04362 0.000
H -5.23756 1.87643 2.39507 -0.001
H -5.52150 3.39682 3.25852 0.000
H -3.45509 1.27386 4.04669 0.002
H -3.71525 2.79810 4.89297 0.000
H 0.85962 2.26246 5.29859 0.000
H 0.72327 1.21394 3.88620 0.009
H -0.79409 0.83354 6.52236 0.001
H 0.59383 -0.12723 5.98487 -0.001
H -0.93355 -0.21251 5.09613 -0.002
```

## Properties
E_LUMO (alpha / beta), eV: -0.55 / -1.09
Energy relative to the best compared isomer or geometry (same formula, charge and spin), eV: 1.850
Largest force on an atom, eV/A: 0.426
M, g mol⁻¹: 805.0
Spin multiplicity: 6
E_HOMO (alpha / beta), eV: -7.230 / -7.667
<S²>: 8.794
Energy, eV: -95110.9796

# 3
The following is a quantum chemistry calculation of a cluster of 3 separate species, C3H12O2S2 in total at a distorted geometry, from the Open Molecules 2025 dataset.

```
19
Properties=species:S:1:pos:R:3:lowdin_charge:R:1
C 2.31626 -1.27958 -1.64105 -0.197
C 0.93937 -1.73954 -1.17881 -0.653
S -0.34290 -0.42251 -1.29792 0.512
S -1.81466 -1.38021 -0.02082 0.467
C -1.62372 -0.04715 1.24890 -0.515
H 2.31402 -1.17109 -2.75939 0.077
H 2.67851 -0.39487 -1.08311 0.061
H 3.09360 -2.12290 -1.50282 0.097
H 1.12360 -2.20201 -0.13923 0.094
H 0.62239 -2.55125 -1.77420 0.033
H -1.22000 0.81106 0.82571 -0.056
H -0.99661 -0.20784 2.10760 0.020
H -2.63538 0.38124 1.60987 0.062
H -0.74293 4.06501 0.87077 0.111
H -1.27810 3.59981 2.14177 0.022
O -0.94169 4.47829 1.83959 -0.135
H 3.01010 1.56933 2.33301 0.041
H 2.65242 0.23958 1.68608 0.066
O 2.95518 1.17486 1.43659 -0.107
```

## Properties
E_LUMO, eV: 0.24
Energy relative to the best compared isomer or geometry (same formula, charge and spin), eV: 1.899
Largest force on an atom, eV/A: 4.908
M, g mol⁻¹: 144.3
E_HOMO, eV: -8.856
SMILES: CCSSC.O.O
Energy, eV: -29069.7716